Entry 1:
C7H11N2 | ωB97M-V/def2-TZVPD

XYZ file:
```
20
Properties=species:S:1:pos:R:3:forces:R:3
N -0.444127 -1.369611 0.300576 -0.4 -0.5 -0.1
C 0.686275 2.234336 -0.306102 0.8 1.9 3.6
C -0.361827 -2.181868 -0.708679 -0.9 -3.0 1.8
H 1.011079 1.209298 -2.643888 -0.3 -0.3 1.1
H -0.130748 -1.949101 -1.699175 0.1 0.8 -1.0
C -0.280391 0.000997 0.297770 1.7 5.1 -0.8
H 1.193837 -0.278656 -1.925295 2.4 -3.2 0.0
H -0.995099 -2.813312 1.963883 0.8 1.9 -0.8
H -0.307324 0.166315 -2.777135 0.7 0.0 2.0
H -0.714079 -0.537726 3.462570 -0.2 -0.2 -0.1
N -0.423729 0.465704 1.620797 -0.2 -1.5 -0.3
C 0.500421 0.445565 -1.985424 -2.0 2.9 -4.7
H 0.147020 2.958474 -0.867343 -0.1 0.9 -0.8
C -0.644617 -0.637698 2.390053 0.0 1.0 0.8
H -0.588835 -3.263082 -0.433711 0.5 1.6 -0.6
H 0.403495 2.474611 0.792820 0.7 0.0 -1.9
C -0.685687 -1.756282 1.655849 -0.7 -1.8 0.2
C 0.202956 0.925227 -0.663585 -1.0 -3.9 1.7
H -0.395023 1.449458 1.871938 -0.1 -0.8 0.2
H 1.826405 2.457352 -0.345917 -1.9 -0.8 -0.4
```
Forces are in eV/Å.

Results
LUMO (spin up / spin down) = -5.01 / -4.81 eV
SMILES = C=[n+]1cc[nH]c1=C(C)C
Net charge = +1

Which charges does Löwdin predict for the atoms? In e, they are: atom 1 (N): -0.0456, atom 2 (C): -0.0337, atom 3 (C): 0.1612, atom 4 (H): 0.1199, atom 5 (H): 0.0669, atom 6 (C): -0.1468, atom 7 (H): 0.0475, atom 8 (H): 0.1678, atom 9 (H): 0.1495, atom 10 (H): 0.1440, atom 11 (N): 0.0954, atom 12 (C): -0.0700, atom 13 (H): 0.0912, atom 14 (C): -0.0450, atom 15 (H): 0.1405, atom 16 (H): 0.0967, atom 17 (C): -0.0120, atom 18 (C): -0.2289, atom 19 (H): 0.1471, atom 20 (H): 0.1543

***

Entry 2:
C43H43ClI2N4O6S3Sn | ωB97M-V/def2-TZVPD

XYZ file:
```
103
Properties=species:S:1:pos:R:3:forces:R:3
C 0.955820 2.928842 2.073585 -0.1 -0.2 -0.3
C -1.440797 2.054747 -4.120576 0.0 0.0 0.0
H -4.801683 1.213529 6.374654 0.0 0.0 0.0
C 4.820344 -2.116785 0.408919 0.0 0.1 0.0
H -1.557235 0.634453 2.698691 0.1 0.0 -0.1
C 0.230715 2.017304 -5.857005 0.2 0.0 -0.1
H -0.228446 4.424455 -3.263983 -0.1 0.0 0.0
C 4.794062 -0.457647 -1.482982 0.1 0.0 0.1
H -0.842624 6.942944 0.141808 0.0 0.0 0.0
H -0.473973 -4.490733 -0.247923 0.0 0.1 0.0
S 1.411647 -3.228611 0.819598 -0.1 0.0 0.4
H 4.867182 0.210152 -4.031412 0.0 0.0 0.0
S 1.516461 -1.075326 3.090216 -0.2 0.2 -0.2
C -2.883191 -7.731742 1.671193 0.0 -0.1 0.0
H -0.360481 6.020223 2.436493 0.0 0.0 0.0
N 0.531051 2.234630 -1.848060 0.3 -0.6 -0.2
N -1.148984 -3.467589 1.437623 0.0 0.4 0.1
H 5.874254 -2.351179 0.577438 0.0 0.0 0.0
O 1.698409 0.655860 -3.186994 -0.1 -0.4 0.2
C -3.203680 1.984358 -7.474208 0.0 -0.1 0.0
C 0.112855 -1.932488 2.862050 0.4 0.6 0.6
O -2.879173 -1.209414 -1.081084 -0.2 -0.2 0.1
H 4.427631 -2.844683 -0.302115 0.0 0.0 0.0
N 0.830606 2.727347 0.782716 0.1 -0.3 0.1
O 2.152190 3.014228 -3.633108 -0.2 0.2 -0.4
H 4.576254 2.909851 -1.468160 -0.1 0.0 0.0
C -0.089418 4.966097 0.570710 0.0 -0.3 -0.1
H -1.691512 2.076124 -3.070942 0.0 0.0 0.0
C -2.432135 2.056398 -5.086941 0.1 0.0 -0.1
H 4.960137 -1.284077 -2.166442 -0.1 0.0 0.0
C -2.730268 -6.518108 1.013189 0.0 0.0 0.0
H 4.292782 -2.229618 1.355919 0.0 0.0 0.0
H 1.275091 2.022856 -6.142897 0.0 0.0 0.0
H -2.873548 -2.416518 4.133863 0.0 0.0 0.0
H 1.405690 2.123704 2.638604 0.0 -0.1 0.1
H -3.553850 0.957961 -7.603329 0.0 0.0 0.0
C 0.004295 -2.874450 1.680387 0.5 -0.6 -0.3
H -2.928403 -0.370539 6.625206 0.0 0.0 0.0
H 3.685868 3.589962 0.854085 0.0 0.0 0.0
C -0.465951 -6.381613 1.797835 0.0 0.0 0.1
H 0.203831 -7.997554 3.028808 0.0 0.0 0.0
C 4.529357 0.359335 0.754435 0.0 0.0 0.0
C 4.592730 1.895054 -1.083700 -0.1 0.0 0.0
H -3.420253 2.197128 2.436876 0.0 0.1 0.0
H -3.827044 -8.258571 1.615883 0.0 0.0 0.0
H -0.508841 1.981058 -7.864136 0.0 0.0 0.0
H 4.477349 0.170638 1.821636 -0.1 0.0 0.0
O -2.500679 1.107723 -1.023157 -0.3 0.7 0.0
Sn 1.392931 0.324575 -0.780747 -0.3 1.9 0.4
H 5.335107 3.280770 1.401195 0.0 0.0 0.0
C -0.562941 5.786983 -1.631916 -0.1 0.2 0.1
C 4.355750 2.823205 1.244075 0.0 0.0 -0.1
C -0.112593 2.027997 -4.514825 -0.1 0.1 0.2
C -1.832223 -8.266062 2.398863 0.0 0.0 0.0
H -5.046593 2.521479 4.289413 0.0 0.0 0.0
C -0.009080 5.106645 1.971739 0.1 0.0 0.0
C 4.686725 -0.713912 -0.117616 0.1 0.0 0.0
C -0.769627 2.004645 -6.813247 0.0 0.0 0.0
C 0.522618 4.097741 2.720420 0.0 0.1 0.2
N -0.911300 -1.889430 3.724449 -0.2 0.0 -0.4
C -3.312188 1.655235 3.366989 0.0 0.0 0.0
C -2.111645 2.022722 -6.442234 -0.1 0.0 0.1
H -2.799099 -2.220423 1.718026 0.0 0.1 -0.1
H -1.128662 -1.535561 5.762616 0.0 0.0 0.0
C -1.341363 -4.488004 0.406037 -0.1 -0.2 -0.1
H -1.725599 -3.774163 4.116617 0.0 0.0 0.0
Cl -1.906142 -0.169974 -1.172906 -0.4 -0.7 0.7
H -2.223028 -4.211863 -0.174221 0.0 0.0 0.0
C -2.111848 0.032906 4.684058 -0.1 -0.2 0.1
C -2.258124 0.766476 3.511953 0.0 0.0 0.0
C 4.972607 1.118805 -3.440078 0.0 0.0 0.0
C -4.224069 1.826493 4.399700 -0.1 0.0 0.0
C -0.622182 -7.587185 2.462450 0.0 0.0 0.0
H -0.890126 6.579863 -2.292630 0.0 0.0 0.0
C -0.537665 5.994760 -0.282791 -0.1 0.1 -0.1
H -3.052183 -3.929155 2.115443 0.0 0.0 0.0
C -4.087041 1.095855 5.569990 0.0 0.0 0.0
H 5.975812 1.521748 -3.597954 0.0 0.0 0.0
H -4.056568 2.587709 -7.165107 0.0 0.0 0.0
H 0.616069 4.178814 3.795027 0.0 0.0 0.0
S 1.165715 2.024397 -3.294873 0.4 0.1 0.4
C -1.521439 -5.837109 1.069617 0.0 0.1 0.0
C 0.313920 3.721552 0.019209 -0.1 0.3 -0.1
C -0.980981 -0.958281 4.845210 0.0 0.0 0.1
I 1.477910 -2.762766 -4.677384 0.0 0.4 0.5
H 3.981821 2.486726 2.210857 0.0 0.0 0.0
H 0.480961 -5.856005 1.841547 0.0 0.0 0.0
H 4.252200 1.853852 -3.796055 0.0 0.0 0.0
I 1.342996 -2.339518 -1.950727 0.0 -1.9 -1.4
C -2.009734 -2.837592 3.621677 0.0 -0.2 0.0
O -1.178511 -0.263500 -2.392581 0.5 -0.1 -0.6
C -3.035828 0.201255 5.709878 0.1 0.0 0.0
H -1.952438 -9.208604 2.916781 0.0 0.0 0.0
H -3.557530 -6.102754 0.448787 0.0 0.0 0.0
C -0.197501 4.553130 -2.191767 0.2 -0.4 0.2
H -2.853486 2.343509 -8.440883 0.0 0.0 0.0
C 4.764956 0.841657 -1.978022 0.0 0.0 -0.1
H -3.472415 2.086092 -4.786319 0.0 0.0 0.0
H -0.021802 -0.452763 4.915251 0.0 0.0 0.0
C 0.211153 3.503561 -1.391640 -0.2 0.4 0.2
O -0.945185 -0.375962 -0.058484 0.7 0.2 0.0
C -2.350142 -3.099685 2.179531 -0.1 0.1 0.1
C 4.475187 1.669399 0.284338 0.0 0.0 0.1
```
Forces are in eV/Å.

Results
LUMO = -1.75 eV

These are the Löwdin partial charges, in e, on atoms 1 to 99: atom 1 (C): -0.1458, atom 2 (C): -0.0629, atom 3 (H): 0.1026, atom 4 (C): -0.0631, atom 5 (H): 0.1072, atom 6 (C): -0.0417, atom 7 (H): 0.1058, atom 8 (C): -0.0493, atom 9 (H): 0.1097, atom 10 (H): 0.0659, atom 11 (S): 0.5106, atom 12 (H): 0.0815, atom 13 (S): 0.6894, atom 14 (C): -0.0810, atom 15 (H): 0.1182, atom 16 (N): -0.2446, atom 17 (N): -0.0762, atom 18 (H): 0.0868, atom 19 (O): -0.5102, atom 20 (C): -0.0486, atom 21 (C): -0.7112, atom 22 (O): -0.3130, atom 23 (H): 0.0602, atom 24 (N): 0.0790, atom 25 (O): -0.2751, atom 26 (H): 0.1308, atom 27 (C): -0.1537, atom 28 (H): 0.0849, atom 29 (C): -0.0134, atom 30 (H): 0.1222, atom 31 (C): -0.0472, atom 32 (H): 0.0527, atom 33 (H): 0.1215, atom 34 (H): 0.1344, atom 35 (H): 0.0890, atom 36 (H): 0.0870, atom 37 (C): -0.6720, atom 38 (H): 0.1101, atom 39 (H): 0.0738, atom 40 (C): -0.0320, atom 41 (H): 0.1052, atom 42 (C): -0.0583, atom 43 (C): -0.0264, atom 44 (H): 0.1095, atom 45 (H): 0.1037, atom 46 (H): 0.1137, atom 47 (H): 0.1141, atom 48 (O): -0.3031, atom 49 (Sn): 1.1604, atom 50 (H): 0.0856, atom 51 (C): -0.0661, atom 52 (C): -0.0474, atom 53 (C): -0.2777, atom 54 (C): -0.0880, atom 55 (H): 0.1027, atom 56 (C): -0.0087, atom 57 (C): -0.3077, atom 58 (C): -0.0319, atom 59 (C): -0.0473, atom 60 (N): -0.1108, atom 61 (C): -0.0630, atom 62 (C): -0.2633, atom 63 (H): 0.1384, atom 64 (H): 0.1321, atom 65 (C): -0.1099, atom 66 (H): 0.1428, atom 67 (Cl): 0.6192, atom 68 (H): 0.1378, atom 69 (C): -0.2160, atom 70 (C): -0.0247, atom 71 (C): -0.0387, atom 72 (C): -0.0857, atom 73 (C): -0.0737, atom 74 (H): 0.1079, atom 75 (C): -0.0479, atom 76 (H): 0.1314, atom 77 (C): -0.0843, atom 78 (H): 0.0873, atom 79 (H): 0.0784, atom 80 (H): 0.1057, atom 81 (S): 0.5668, atom 82 (C): -0.2083, atom 83 (C): -0.1565, atom 84 (C): -0.1292, atom 85 (I): 0.0981, atom 86 (H): 0.0693, atom 87 (H): 0.0940, atom 88 (H): 0.0554, atom 89 (I): 0.3740, atom 90 (C): -0.0973, atom 91 (O): -0.4079, atom 92 (C): -0.0509, atom 93 (H): 0.1026, atom 94 (H): 0.1150, atom 95 (C): -0.0135, atom 96 (H): 0.0755, atom 97 (C): -0.2824, atom 98 (H): 0.1213, atom 99 (H): 0.0657

***

Values for energy above the lowest of the compared OMol25 structures with the same formula, charge and spin, eV, ordered as above
3.4562 0.9736
Values for electronic energy, eV, ordered as above
-10408.26259 -130590.50919